No. 1
# C13H26OP2PtSe

C13H26OP2PtSe as an isolated structure (the ωB97M-V functional and the def2-TZVPD basis, the Open Molecules 2025 dataset).

XYZ file:
```
44
Properties=species:S:1:pos:R:3
Pt 0.230 0.007 -1.488
H -1.068 -0.462 -0.381
H -1.102 0.391 -0.395
P -0.046 -2.317 -1.705
P -0.049 2.327 -1.690
C 1.453 3.258 -1.275
H 1.299 4.313 -1.538
H 1.655 3.177 -0.201
H 2.306 2.868 -1.839
C -0.365 2.730 -3.431
H -1.315 2.277 -3.741
H -0.416 3.815 -3.578
H 0.445 2.312 -4.040
C -1.371 3.219 -0.808
H -1.209 3.166 0.274
H -1.364 4.274 -1.119
H -2.350 2.794 -1.054
C -0.188 -2.707 -3.470
H -0.262 -3.790 -3.625
H -1.082 -2.219 -3.879
H 0.697 -2.318 -3.988
C 1.381 -3.277 -1.135
H 1.469 -3.202 -0.044
H 1.231 -4.327 -1.416
H 2.299 -2.905 -1.602
C -1.477 -3.170 -0.972
H -2.414 -2.717 -1.315
H -1.468 -4.225 -1.282
H -1.426 -3.123 0.121
C 2.089 -0.008 -1.061
O 3.198 0.003 -0.757
H 0.815 0.026 -3.018
Se 0.798 0.368 1.701
C 0.029 -0.128 3.330
C -1.131 0.494 3.788
C -1.346 0.585 5.157
C -0.409 0.004 6.043
C 0.746 -0.647 5.562
C 0.938 -0.750 4.183
H -1.738 0.993 3.060
H -2.230 1.088 5.538
H -0.591 0.033 7.126
H 1.494 -1.083 6.221
H 1.846 -1.146 3.745
```

LUMO (spin up / spin down) = -5.986 / -10.044 eV
Orbital gap (spin up / spin down) = 5.60 / 5.76 eV
Charge = +2
Multiplicity = 5

---

No. 2
# C13H27AlNO4

C13H27AlNO4 as an isolated structure (the ωB97M-V functional and the def2-TZVPD basis, the Open Molecules 2025 dataset).

XYZ file:
```
46
Properties=species:S:1:pos:R:3
C -1.436 3.229 2.078
O -2.702 2.719 1.773
C -2.783 2.272 0.418
C -1.888 1.039 0.108
C -2.582 0.015 -0.825
Al -1.491 -1.669 -1.125
C -2.655 -3.308 -1.635
C -2.438 -3.628 -3.065
N -3.282 -3.405 -3.993
C -0.078 -1.485 -2.616
C 1.252 -0.854 -2.088
C 1.317 0.660 -2.287
O 1.229 1.145 -3.356
O 1.498 1.406 -1.166
H -1.411 3.430 3.157
H -0.613 2.527 1.873
H -1.202 4.180 1.564
H -3.816 1.957 0.236
H -2.542 3.136 -0.227
H -1.639 0.594 1.080
H -0.988 1.405 -0.404
H -2.882 0.494 -1.771
H -3.514 -0.275 -0.302
H -0.635 -2.060 0.200
H -3.718 -3.174 -1.404
H -2.220 -4.146 -1.069
H -1.472 -4.106 -3.297
H -2.850 -3.717 -4.866
H -0.459 -0.980 -3.513
H 0.170 -2.524 -2.888
H 2.086 -1.325 -2.624
H 1.322 -1.096 -1.017
H 1.142 0.894 -0.419
C 3.609 1.341 3.100
C 3.964 -0.129 2.909
C 2.638 -0.713 2.438
O 1.966 0.328 1.725
C 2.636 1.570 1.956
H 4.468 2.010 3.069
H 3.102 1.480 4.059
H 4.717 -0.230 2.123
H 4.345 -0.611 3.809
H 2.009 -1.008 3.284
H 2.765 -1.577 1.784
H 3.163 1.844 1.037
H 1.899 2.344 2.177
```

LUMO = 2.699 eV
Orbital gap = 7.59 eV
Charge = -1
ΔE to the lowest compared entry with this formula, charge and spin = 0.0 kJ/mol
Multiplicity = 1

---

No. 3
# C13H27O6Se2V

C13H27O6Se2V as an isolated structure (the ωB97M-V functional and the def2-TZVPD basis, the Open Molecules 2025 dataset).

XYZ file:
```
49
Properties=species:S:1:pos:R:3
V -0.440 -0.098 -0.682
C -1.188 -0.552 2.531
C -2.450 -0.623 1.713
O -2.304 0.057 0.457
C -2.733 1.444 0.378
C -1.601 2.371 0.728
O -0.480 1.994 -0.081
C 0.684 2.808 0.096
C 1.433 2.402 1.345
O 1.556 0.995 1.297
C 1.701 0.335 2.535
C 1.137 -1.058 2.354
O -0.132 -1.025 1.706
H -1.298 -1.192 3.413
H -0.981 0.466 2.872
H -3.299 -0.210 2.257
H -2.670 -1.659 1.462
H -3.589 1.606 1.032
H -3.012 1.593 -0.661
H -1.323 2.315 1.783
H -1.892 3.398 0.494
H 0.385 3.857 0.145
H 1.283 2.673 -0.800
H 0.891 2.700 2.249
H 2.410 2.895 1.368
H 1.165 0.879 3.319
H 2.751 0.273 2.839
H 1.046 -1.549 3.328
H 1.783 -1.674 1.731
C 3.353 0.496 -1.239
Se 1.733 -0.223 -2.018
C 2.188 -2.090 -1.666
C 1.033 -3.005 -2.013
Se -0.547 -2.628 -0.918
C -1.888 -3.028 -2.259
H 3.372 0.329 -0.167
H 3.379 1.561 -1.454
H 4.199 0.019 -1.728
H 2.478 -2.182 -0.619
H 3.055 -2.324 -2.283
H 1.310 -4.041 -1.832
H 0.729 -2.898 -3.053
H -1.757 -4.059 -2.573
H -1.785 -2.317 -3.071
H -2.858 -2.913 -1.782
O -1.977 2.058 -2.594
C -1.720 0.999 -3.145
O -1.218 -0.057 -2.573
H -1.914 0.881 -4.222
```

LUMO (spin up / spin down) = -2.034 / -2.247 eV
Orbital gap (spin up / spin down) = 8.77 / 9.50 eV
Charge = +1
Multiplicity = 4

---

| no. | largest force on an atom (eV/Å) |
| --- | --- |
| 1 | 3.18 |
| 2 | 2.37 |
| 3 | 0.85 |